# 1
Here is a molecular structure, C9H27ClInNO10P3 in a non-equilibrium geometry from the OMol25 dataset. Energies are from the ωB97M-V functional and the def2-TZVPD basis.

As for the total charge: -1. Its spin multiplicity is 1. Its energy above the lowest of the compared OMol25 structures with the same formula, charge and spin is 0.0 kcal per mole. For the HOMO-LUMO gap, the calculation gives 4.153 eV.

Geometry (Å):
1 In 0.3936 1.2218 0.4272
2 Cl 0.6125 -0.6525 2.0202
3 P 6.3217 -0.4620 2.3357
4 P -4.9631 -2.2728 -3.0235
5 P 1.4766 3.3921 1.2018
6 O -5.0766 -0.7923 -3.8438
7 O -4.3376 2.9048 0.0865
8 O -4.1559 3.6331 2.2023
9 O 6.3260 -1.1918 3.8705
10 O -5.2890 -3.7874 -2.3832
11 O 7.1789 0.7205 2.7174
12 O -4.3073 -2.9746 -4.3528
13 O 4.7323 -0.1311 2.4466
14 O 6.2884 -0.2210 0.6785
15 O -3.9137 -1.8341 -2.0395
16 N 0.6714 4.6284 0.5247
17 C -3.6847 3.0622 1.2845
18 C -2.2939 2.4042 1.4191
19 C 7.5304 -1.8847 4.2107
20 C 3.8345 -0.9295 3.2372
21 C -4.2013 -4.5186 -1.8310
22 C -4.5929 -2.5093 -5.6728
23 C -1.7825 1.6969 0.1130
24 C 6.2396 1.1177 0.2038
25 C -5.8185 0.2287 -3.1585
26 H 7.4025 -2.3207 5.2004
27 H 5.4831 1.6931 0.7371
28 H -3.9262 -4.1167 -0.8570
29 H 4.1340 -1.9757 3.2593
30 H 1.0597 0.6977 -1.1354
31 H -1.5061 3.1263 1.6952
32 H 2.8390 -0.8622 2.7935
33 H -3.3434 -4.5097 -2.5030
34 H -3.7924 3.2571 -0.6305
35 H 3.7955 -0.5311 4.2522
36 H -4.4932 -3.3528 -6.3568
37 H -1.8196 2.4255 -0.7233
38 H -6.8429 -0.0994 -2.9800
39 H -5.8354 1.1154 -3.7896
40 H -5.3370 0.4797 -2.2118
41 H 1.3211 3.5431 2.6183
42 H 2.8608 3.5027 0.8340
43 H -3.8694 -1.7432 -5.9536
44 H -2.3876 0.8171 -0.1557
45 H -4.5401 -5.5469 -1.6942
46 H 8.3743 -1.1925 4.2372
47 H -2.3453 1.6748 2.2484
48 H 5.9779 1.0751 -0.8542
49 H -5.6030 -2.1140 -5.7569
50 H 7.7270 -2.6836 3.4944
51 H 7.2161 1.5925 0.2963
52 H 0.2620 5.1997 1.2611

---

# 2
Here is 2 unconnected molecules or ions with the total composition C2H10NOS2 in a non-equilibrium geometry from the OMol25 dataset. Energies are from the ωB97M-V functional and the def2-TZVPD basis.

As for the total charge: +1. Its spin multiplicity is 1. Its energy above the lowest of the compared OMol25 structures with the same formula, charge and spin is 12.9 kcal per mole. For the HOMO-LUMO gap, the calculation gives 8.066 eV.

Geometry (Å):
1 S 0.5422 -0.9453 -2.5001
2 S -0.8849 -1.2297 -1.0231
3 O 1.7503 2.3992 2.5267
4 N -0.6624 1.1118 2.2558
5 C -0.6907 -0.1954 1.4556
6 C -0.2964 0.1181 0.0246
7 H -0.8887 0.9647 3.2379
8 H 0.3164 -2.0806 -3.1309
9 H -1.7272 -0.5161 1.5773
10 H 0.2924 1.5208 2.2099
11 H -0.1071 -0.9259 1.9893
12 H 2.4671 2.4438 3.1766
13 H -1.3810 1.7154 1.8679
14 H 0.7947 0.0938 -0.0161
15 H 1.8734 3.1710 1.9613
16 H -0.6932 1.0772 -0.2980

---

# 3
Here is 3 unconnected molecules or ions with the total composition C5H12O2 from the OMol25 dataset. Energies are from the ωB97M-V functional and the def2-TZVPD basis.

The SMILES is COCC=O.[H][H].C=C. Its spin multiplicity is 1. Its energy above the lowest of the compared OMol25 structures with the same formula, charge and spin is 80.1 kcal per mole. For the HOMO-LUMO gap, the calculation gives 10.988 eV.

Geometry (Å):
1 O -0.4541 1.6903 -1.5532
2 O 1.8215 -0.7643 -0.5000
3 C -2.6324 0.9024 1.8237
4 C 2.4312 -1.9570 -0.9331
5 C 0.9539 -0.2335 -1.4626
6 C -2.5139 1.8559 0.9064
7 C 0.2711 0.9893 -0.8899
8 H -2.6649 1.6608 -0.1514
9 H -0.4804 -1.2501 1.5256
10 H 1.4868 0.0508 -2.3851
11 H 0.1495 -1.2199 1.1291
12 H 1.6824 -2.7383 -1.1389
13 H 3.0271 -1.7925 -1.8443
14 H 3.0899 -2.2947 -0.1304
15 H 0.1671 -0.9539 -1.7467
16 H -2.8981 -0.1188 1.5580
17 H 0.4662 1.1824 0.1841
18 H -2.4801 1.1043 2.8814
19 H -2.2539 2.8783 1.1732